The following is a DFT calculation (ωB97M-V/def2-TZVPD) of a cluster of 3 separate species, C21H45BrO11P2 in total at a distorted geometry.

Cartesian coordinates (Å):
C  -1.5619  2.4367  -0.8551
C  -1.5260  1.5979  -2.2975
C  -0.7620  0.1508  -2.1892
C  0.6721  0.0733  -3.0007
C  1.7451  0.9987  -2.1756
C  3.0297  1.5211  -3.0501
C  3.8524  2.5965  -2.0737
O  3.5251  2.5140  -0.6113
C  3.9399  3.8486  -0.0705
O  3.9901  4.1203  1.2404
O  4.2611  4.7563  -1.2222
C  3.3635  4.1793  -2.2707
Br  3.3680  4.9743  -4.1049
H  -0.9327  3.4339  -0.8951
H  -2.6905  2.7800  -0.6888
H  -1.2847  1.7707  0.0703
H  -1.1041  2.3198  -3.1166
H  -2.6664  1.3645  -2.5622
H  -0.5185  -0.1172  -1.0617
H  -1.4513  -0.7102  -2.5907
H  0.5932  0.3017  -4.1461
H  1.0450  -1.0514  -2.8892
H  2.1323  0.3664  -1.2450
H  1.1926  1.9538  -1.7376
H  2.7575  2.0750  -4.0495
H  3.7877  0.6655  -3.3068
H  5.0267  2.4402  -2.0374
H  2.3280  4.1532  -1.6856
C  3.5403  -3.7346  1.9143
C  4.1286  -4.8932  1.1327
O  4.2338  -4.5912  -0.2532
P  5.6296  -3.9232  -0.8773
O  6.5633  -4.9076  -0.1313
O  5.6254  -4.7578  -2.3177
C  6.6805  -5.6492  -2.6446
C  6.3484  -7.0621  -2.1940
O  4.5862  -2.8234  -1.7107
C  3.6956  -1.9568  -1.0454
C  4.4148  -0.8517  -0.3095
H  4.1710  -2.8457  1.8269
H  3.4459  -3.9857  2.9742
H  2.5464  -3.4733  1.5366
H  5.0871  -5.1812  1.5705
H  3.4649  -5.7593  1.2234
H  7.6301  -5.3009  -2.2259
H  6.7962  -5.6383  -3.7334
H  6.0357  -7.1004  -1.1466
H  7.2111  -7.7223  -2.3237
H  5.5139  -7.4617  -2.7797
H  3.0228  -2.5135  -0.3916
H  3.0541  -1.5086  -1.8139
H  5.1684  -1.2532  0.3737
H  3.7059  -0.2430  0.2548
H  4.9404  -0.2039  -1.0208
C  -8.0782  3.2648  4.3548
C  -7.8290  3.2062  2.8602
O  -6.5024  2.7862  2.5659
P  -6.1510  1.1723  2.3298
O  -7.3631  0.9332  1.3966
O  -5.0404  1.3848  1.1081
C  -5.2738  0.8535  -0.1872
C  -5.9642  1.8788  -1.0715
O  -4.7967  1.4395  3.3726
C  -4.9288  1.8849  4.7034
C  -5.5234  0.8289  5.6041
H  -7.9452  2.2799  4.8108
H  -9.0940  3.6078  4.5688
H  -7.3777  3.9516  4.8410
H  -8.5819  2.5709  2.3880
H  -7.9497  4.2092  2.4381
H  -5.8399  -0.0817  -0.1298
H  -4.3003  0.6034  -0.6216
H  -6.8503  2.3075  -0.5949
H  -6.2638  1.4297  -2.0230
H  -5.2903  2.7166  -1.2796
H  -5.4849  2.8222  4.7490
H  -3.9197  2.1245  5.0603
H  -6.4737  0.4583  5.2096
H  -5.6818  1.2269  6.6080
H  -4.8483  -0.0321  5.6737

The HOMO energy is -10.20 eV. As for the multiplicity: 1. The LUMO energy comes out at -1.79 eV. Its SMILES is CCCCCC[C@@H]1OC(=O)O[C@H]1Br.CCOP(=O)(OCC)OCC.CCOP(=O)(OCC)OCC. The charge is 0.



The following is a DFT calculation (ωB97M-V/def2-TZVPD) of a structure of composition C21H45CaO4SSi at a distorted geometry.

Cartesian coordinates (Å):
Ca  0.2567  -0.5405  1.2499
C  -4.7269  -0.8163  1.3915
C  -3.4105  -0.0465  1.5044
C  -2.7976  -0.2467  2.8896
C  -3.6283  1.4407  1.2416
O  -2.4369  -0.5494  0.5982
Si  -2.5138  -0.9927  -1.0213
S  -0.5921  -0.9981  -1.7223
O  -3.3513  -2.4302  -1.1260
C  -2.9372  -3.7617  -0.8844
C  -4.2137  -4.5458  -0.5830
C  -2.2580  -4.3108  -2.1391
C  -1.9849  -3.8457  0.3102
O  -3.5947  0.0541  -1.6781
C  -4.2413  0.0364  -2.9415
C  -4.3616  1.4955  -3.3810
C  -3.4520  -0.7533  -3.9835
C  -5.6291  -0.5813  -2.7505
H  -5.4446  -0.4238  2.1127
H  -4.5672  -1.8774  1.5990
H  -5.1445  -0.7251  0.3911
H  -3.4682  0.1047  3.6667
H  -1.8473  0.3242  2.9610
H  -2.5945  -1.3153  3.0612
H  -4.3600  1.8447  1.9441
H  -3.9808  1.5919  0.2255
H  -2.6864  1.9759  1.3680
H  -4.9112  -4.4444  -1.4129
H  -4.6914  -4.1545  0.3166
H  -3.9939  -5.6047  -0.4330
H  -2.9664  -4.3338  -2.9673
H  -1.8900  -5.3249  -1.9658
H  -1.4206  -3.6682  -2.4107
H  -2.4190  -3.3346  1.1743
H  -1.0345  -3.3709  0.0595
H  -1.7966  -4.8876  0.5769
H  -3.3690  1.9194  -3.5310
H  -4.8698  2.0753  -2.6104
H  -4.9261  1.5741  -4.3116
H  -2.4319  -0.3762  -4.0523
H  -3.9350  -0.6643  -4.9577
H  -3.4027  -1.8080  -3.7112
H  -6.2042  0.0078  -2.0342
H  -5.5237  -1.5953  -2.3632
H  -6.1748  -0.6137  -3.6954
C  3.6515  1.7990  0.5307
C  3.1622  2.2094  -0.8490
C  2.3574  0.9957  -1.2915
O  2.8311  -0.1327  -0.5265
C  3.8855  0.3205  0.3316
H  2.8385  1.9485  1.2659
H  4.5586  2.3299  0.8440
H  4.0108  2.3728  -1.5233
H  2.5493  3.1157  -0.8320
H  2.4810  0.7702  -2.3587
H  1.2934  1.1210  -1.0946
H  4.8568  0.1400  -0.1555
H  3.8422  -0.2738  1.2602
C  0.9340  3.6773  3.5040
C  0.6972  2.1343  3.6552
C  -0.5320  1.9598  4.5539
C  1.9307  1.5689  4.3704
C  0.5035  1.4339  2.2885
H  1.0974  4.2038  4.4888
H  0.0727  4.1317  3.0178
H  1.8041  3.8487  2.8785
H  -0.3945  2.4458  5.5316
H  -0.7309  0.8907  4.7283
H  -1.4116  2.3998  4.0786
H  2.1451  2.1009  5.3109
H  2.8036  1.6462  3.7235
H  1.7797  0.5027  4.6032
H  -0.4441  1.8624  1.8757

The HOMO energy is -1.51 eV. As for the multiplicity: 1. The LUMO energy comes out at 2.48 eV. The charge is -1.



The following is a DFT calculation (ωB97M-V/def2-TZVPD) of a structure of composition C21H45CrO12 at a distorted geometry.

Cartesian coordinates (Å):
Cr  0.5164  0.0251  -0.3689
C  2.1841  -3.3580  -2.5278
C  1.0807  -3.1600  -1.5184
C  1.1455  -4.2591  -0.4465
O  1.0856  -1.9202  -0.9333
H  2.0498  -4.1648  -3.2643
H  3.1481  -3.5149  -2.0346
H  2.2990  -2.5300  -3.2356
H  0.1199  -3.2604  -2.0672
H  0.3390  -4.1483  0.2840
H  2.0396  -4.2708  0.1836
H  1.0331  -5.2653  -0.8755
C  1.9211  1.0206  -4.5943
C  0.7912  1.2175  -3.5543
C  -0.4770  0.5571  -4.0640
O  1.1416  0.8609  -2.2821
H  1.6444  1.3999  -5.5864
H  1.9447  -0.0679  -4.7462
H  2.9302  1.3729  -4.3924
H  0.5907  2.3060  -3.5818
H  -1.3894  0.9483  -3.6023
H  -0.4579  -0.5322  -3.9671
H  -0.7373  0.7294  -5.1216
C  4.3767  1.3850  1.7674
C  3.0692  0.6044  1.8197
C  2.2325  0.9795  3.0717
O  2.3944  0.5622  0.6387
H  5.0982  0.9883  1.0531
H  4.7803  1.5418  2.7695
H  4.1284  2.3586  1.3209
H  3.2782  -0.4525  2.1028
H  1.5982  1.8586  2.8891
H  2.8315  1.1655  3.9708
H  1.5416  0.1802  3.3408
C  1.8078  5.2934  0.5583
C  1.1550  3.8988  0.4577
O  -0.2187  4.0376  0.8410
C  -0.8592  2.9215  0.9953
O  -0.4836  1.8226  0.7205
O  -2.0994  3.2249  1.4907
C  -3.0101  2.1345  1.4865
H  2.8708  5.2832  0.7974
H  1.3776  5.8263  1.4104
H  1.6523  5.8923  -0.3387
H  1.7537  3.3050  1.1478
H  1.2803  3.4414  -0.5208
H  -2.5268  1.1687  1.3220
H  -3.6253  2.2306  0.5917
H  -3.6011  2.0689  2.3961
C  -2.2395  -3.2951  -1.3966
C  -2.1013  -2.3802  -2.6094
O  -3.0980  -1.3358  -2.4755
C  -2.7519  -0.2635  -1.7935
O  -1.6641  -0.1350  -1.3031
O  -3.7716  0.5687  -1.5652
C  -5.0413  0.3204  -2.1774
H  -3.2748  -3.5583  -1.1797
H  -1.8516  -2.7747  -0.5170
H  -1.5974  -4.1691  -1.5092
H  -2.3576  -2.8752  -3.5412
H  -1.0828  -1.9989  -2.6164
H  -5.5420  -0.4154  -1.5472
H  -4.9525  -0.2013  -3.1316
H  -5.5476  1.2622  -2.3464
C  -1.4577  0.8106  4.9078
C  -1.8292  -0.6241  4.5550
O  -1.8699  -0.7920  3.1346
C  -0.8090  -1.1397  2.4428
O  -0.6672  -0.8273  1.2902
O  0.0931  -1.8228  3.1639
C  1.2692  -2.3053  2.4937
H  -2.0631  1.4751  4.2822
H  -0.4279  0.9992  4.6193
H  -1.7103  1.1023  5.9250
H  -2.8338  -0.7920  4.9551
H  -1.2794  -1.3644  5.1315
H  2.1368  -2.0756  3.1110
H  1.4320  -1.7335  1.5739
H  1.1449  -3.3667  2.3201

As for the expectation value of S²: 6.01. The HOMO energy (spin up / spin down) is -2.99 / -3.67 eV. As for the multiplicity: 5. The LUMO energy (spin up / spin down) comes out at 2.45 / 2.45 eV. The charge is -1.



The following is a DFT calculation (ωB97M-V/def2-TZVPD) of a cluster of 3 separate species, C21H45N2O4S2 in total at a distorted geometry.

Cartesian coordinates (Å):
C  2.5843  2.1429  0.6785
C  2.8595  3.4711  1.3851
S  1.8415  4.8841  0.9162
S  2.2033  5.1673  -1.1921
C  0.0355  4.4025  1.0289
O  -0.1765  3.2129  1.6573
O  -0.4252  2.2629  0.5954
H  3.4931  1.6606  0.3637
H  1.9544  2.2893  -0.1845
H  2.0249  1.5078  1.3415
H  3.8630  3.8291  1.2172
H  2.7336  3.3703  2.4517
H  2.8692  4.0470  -1.5136
H  -0.4182  5.1842  1.6180
H  -0.3596  4.3970  0.0252
H  -0.1363  1.4173  0.9635
C  2.6806  -2.7357  -1.2373
C  2.7482  -1.2645  -0.7933
C  1.4172  -0.5734  -1.0468
C  1.1338  -0.3536  -2.5327
C  2.2836  0.4019  -3.2014
C  3.6654  -0.1957  -2.9408
N  3.8355  -0.5175  -1.4919
O  4.1775  0.5289  -0.8197
C  3.8872  -1.4452  -3.8102
C  4.7311  0.8051  -3.3581
C  3.0410  -1.2936  0.6986
H  2.0749  -3.2980  -0.5292
H  2.2210  -2.8824  -2.2103
H  3.6746  -3.1810  -1.2549
H  1.4174  0.4025  -0.5413
H  0.6142  -1.1590  -0.5952
H  0.9579  -1.3080  -3.0328
H  0.2125  0.2214  -2.6475
H  2.1232  0.4499  -4.2790
H  2.2746  1.4365  -2.8393
H  4.8104  -1.9492  -3.5270
H  3.9734  -1.1519  -4.8546
H  3.0760  -2.1663  -3.7607
H  4.5951  1.7737  -2.8826
H  4.6748  0.9491  -4.4352
H  5.7282  0.4418  -3.1135
H  4.0097  -1.7505  0.8974
H  2.2751  -1.8847  1.1969
H  3.0367  -0.2987  1.1401
C  -4.4911  0.5313  0.3846
C  -3.4887  -0.6363  0.4015
C  -4.2009  -1.9391  0.0557
C  -5.1290  -2.4160  1.1711
C  -4.3734  -2.5285  2.4980
C  -3.5948  -1.2697  2.8852
N  -2.8061  -0.7499  1.7253
O  -1.6707  -1.3509  1.6133
C  -4.5547  -0.1928  3.4201
C  -2.6426  -1.5959  4.0243
C  -2.4426  -0.3184  -0.6472
H  -4.7580  0.7618  -0.6454
H  -5.4240  0.3181  0.8965
H  -4.0524  1.4273  0.8261
H  -3.4540  -2.7153  -0.1369
H  -4.7562  -1.8033  -0.8736
H  -5.9855  -1.7458  1.2752
H  -5.5390  -3.3910  0.9069
H  -5.0708  -2.7620  3.3031
H  -3.6786  -3.3708  2.4343
H  -4.0291  0.7510  3.5689
H  -4.9537  -0.5073  4.3821
H  -5.4124  -0.0084  2.7791
H  -1.9906  -2.4326  3.7880
H  -3.2255  -1.8629  4.9031
H  -2.0204  -0.7366  4.2754
H  -1.8992  0.5917  -0.3880
H  -2.9216  -0.1619  -1.6117
H  -1.7322  -1.1335  -0.7644

As for the expectation value of S²: 2.01. The HOMO energy (spin up / spin down) is -10.47 / -11.53 eV. As for the multiplicity: 3. The LUMO energy (spin up / spin down) comes out at -4.39 / -4.39 eV. The charge is +1.



The following is a DFT calculation (ωB97M-V/def2-TZVPD) of a structure of composition C21H45N2P3PbSSe at a distorted geometry.

Cartesian coordinates (Å):
Pb  0.1646  0.0346  0.0554
P  -1.3527  -0.6704  2.0646
P  1.4081  -2.1303  -0.6101
P  -1.8125  -0.7046  -1.6457
H  1.1533  2.2837  -1.3180
C  0.0961  2.0637  -1.3984
C  -0.7713  2.3207  -0.3269
H  -0.4110  2.7509  0.6004
C  -0.6927  -0.0908  3.6478
C  -1.6079  -2.4483  2.3035
C  -2.9799  0.1204  1.9428
C  2.3774  -1.8591  -2.1071
C  2.5579  -2.5982  0.6965
C  0.3912  -3.5977  -0.8911
C  -3.0261  0.6098  -1.9968
C  -2.8420  -2.1390  -1.1911
C  -1.0840  -1.0787  -3.2798
H  -0.2472  1.6726  -2.3462
H  -1.8369  2.1668  -0.3994
H  -0.4635  0.9933  3.5981
H  0.2452  -0.6288  3.8982
H  -1.4811  -0.2908  4.4022
H  -0.6291  -2.9437  2.4832
H  -2.1034  -2.8961  1.4170
H  -2.2555  -2.5210  3.2007
H  -2.8445  1.2197  1.8914
H  -3.4962  -0.1684  2.8784
H  -3.5375  -0.2337  1.0520
H  2.9240  -2.8123  -2.2516
H  3.0797  -1.0138  -1.9555
H  1.7204  -1.6426  -2.9755
H  3.0313  -3.5162  0.2939
H  1.9945  -2.8234  1.6285
H  3.2959  -1.7876  0.8725
H  1.1527  -4.3783  -1.0754
H  -0.2699  -3.4754  -1.7705
H  -0.2000  -3.8229  0.0207
H  -3.7111  0.1836  -2.7563
H  -2.5142  1.5084  -2.3878
H  -3.5789  0.8694  -1.0722
H  -3.4735  -2.3318  -2.0814
H  -3.4711  -1.8933  -0.3108
H  -2.2146  -3.0227  -0.9631
H  -1.9469  -1.2162  -3.9592
H  -0.4629  -1.9950  -3.2508
H  -0.4610  -0.2262  -3.6197
C  2.7159  2.3564  -5.4778
C  2.0204  3.2222  -4.6135
C  1.7099  4.5217  -5.0214
C  2.0906  4.9775  -6.2881
C  2.7864  4.1220  -7.1522
C  3.1000  2.8204  -6.7550
Se  3.1555  0.5606  -4.9861
H  2.5349  0.6739  -3.6041
H  1.7328  2.8616  -3.6278
H  1.1675  5.1804  -4.3398
H  1.8479  5.9903  -6.5988
H  3.0889  4.4660  -8.1427
H  3.6410  2.1506  -7.4234
S  2.5146  1.0924  1.1264
C  2.2929  0.9431  2.8270
N  1.8143  2.0032  3.5394
C  1.8393  1.9997  5.0061
C  3.0880  1.2429  5.4504
C  3.0023  -0.1873  4.9275
N  2.5624  -0.1839  3.5289
H  1.6166  2.8234  2.9911
H  0.9267  1.5102  5.3837
H  1.8587  3.0312  5.3271
H  3.1793  1.2498  6.5384
H  3.9748  1.7286  5.0071
H  2.2666  -0.7604  5.4999
H  3.9668  -0.6852  4.9946
H  2.7587  -1.0081  2.9461

The HOMO energy (spin up / spin down) is -19.21 / -17.50 eV. As for the multiplicity: 1. The LUMO energy (spin up / spin down) comes out at -12.50 / -13.55 eV. The charge is +4.



The following is a DFT calculation (ωB97M-V/def2-TZVPD) of an isolated molecule of C21H45N3.

Cartesian coordinates (Å):
C  -4.2756  -4.9744  -0.1635
C  -2.9148  -4.3544  0.1299
C  -2.8959  -2.8576  -0.1745
C  -1.5363  -2.2352  0.1288
C  -1.4163  -0.7612  -0.2818
C  -2.4035  0.1420  0.4913
N  -3.5624  0.4519  -0.3219
C  -4.5479  1.3322  0.2855
C  -5.3476  0.6680  1.4146
C  -5.4818  1.8565  -0.8375
N  -5.7232  3.2831  -0.8608
C  -6.4554  3.8063  0.2730
N  -0.0242  -0.3823  -0.1211
C  0.3902  0.8156  -0.8224
C  1.9128  0.9966  -0.7803
C  2.6301  -0.2387  -1.3180
C  4.1438  -0.0435  -1.3039
C  4.6500  0.2411  0.1143
C  6.1973  0.3038  0.2221
C  6.8069  1.3678  -0.6937
C  6.7943  -1.0612  -0.1459
C  6.6097  0.6101  1.6686
C  3.9407  1.5013  0.6223
C  2.4267  1.3025  0.6255
H  -4.5376  -4.8403  -1.2109
H  -4.2669  -6.0399  0.0540
H  -5.0481  -4.5075  0.4442
H  -2.6630  -4.5120  1.1812
H  -2.1513  -4.8533  -0.4708
H  -3.6699  -2.3717  0.4236
H  -3.1358  -2.7038  -1.2296
H  -1.3249  -2.3238  1.1978
H  -0.7599  -2.7864  -0.4047
H  -1.6502  -0.6694  -1.3488
H  -1.9165  1.0971  0.7192
H  -2.6528  -0.3354  1.4551
H  -4.0163  -0.4055  -0.6200
H  -3.9895  2.1839  0.6971
H  -5.8645  -0.2121  1.0335
H  -6.0870  1.3534  1.8189
H  -4.6902  0.3595  2.2256
H  -5.0251  1.5970  -1.7960
H  -6.4543  1.3603  -0.7756
H  -4.8404  3.7754  -0.9586
H  -7.4049  3.2756  0.3472
H  -5.9302  3.7172  1.2352
H  -6.6632  4.8609  0.0940
H  0.1935  -0.3026  0.8670
H  -0.0873  1.7341  -0.4365
H  0.0777  0.6985  -1.8644
H  2.1536  1.8517  -1.4234
H  2.2959  -0.4399  -2.3378
H  2.3549  -1.0973  -0.7044
H  4.6145  -0.9409  -1.7050
H  4.3966  0.7938  -1.9570
H  4.3295  -0.5926  0.7516
H  6.4010  2.3521  -0.4756
H  7.8840  1.4073  -0.5435
H  6.6223  1.1378  -1.7395
H  6.6396  -1.2946  -1.1954
H  6.3466  -1.8506  0.4540
H  7.8667  -1.0608  0.0377
H  6.0951  -0.0492  2.3643
H  7.6807  0.4608  1.7893
H  6.3890  1.6399  1.9351
H  4.2604  1.7389  1.6368
H  4.1873  2.3493  -0.0194
H  2.1833  0.4729  1.2924
H  1.9393  2.2019  1.0117

The HOMO energy is -8.39 eV. As for the multiplicity: 1. The LUMO energy comes out at 0.84 eV. Its SMILES is CCCC[C@@H](CN[C@H](C)CNC)NC[C@H]1CC[C@H](C(C)(C)C)CC1. The charge is 0.